(1)
82
Properties=species:S:1:pos:R:3:lowdin_charge:R:1 method="wB97M-V/def2-TZVPD" smiles="C=CC(=O)OCCCCCC[SiH2]CC.COCCOCCOC.COCCOCCOC" homo_lumo_gap_ev=8.20 energy_ha=-1797.51142
C 2.342 6.475 1.473 0.05
C 3.055 5.346 1.184 -0.07
C 2.501 3.973 1.030 -0.49
O 2.915 3.052 1.707 0.11
O 1.545 3.706 0.102 -0.01
C 1.930 3.985 -1.251 -0.17
C 2.897 2.924 -1.808 -0.16
C 2.304 2.300 -3.096 -0.20
C 2.867 0.893 -3.327 -0.24
C 4.393 0.896 -3.457 -0.28
C 4.969 -0.240 -4.309 -0.34
Si 4.540 -1.999 -3.762 0.66
C 2.733 -2.512 -3.941 -0.38
C 2.343 -3.598 -2.911 -0.16
H 1.788 6.618 2.396 0.07
H 2.326 7.307 0.772 0.06
H 4.132 5.438 1.048 0.12
H 2.396 4.968 -1.336 0.12
H 1.024 4.000 -1.846 0.12
H 3.851 3.381 -2.057 0.11
H 3.052 2.123 -1.086 0.12
H 1.222 2.218 -3.016 0.11
H 2.596 2.941 -3.928 0.11
H 2.381 0.479 -4.211 0.10
H 2.579 0.262 -2.483 0.11
H 4.660 1.838 -3.948 0.10
H 4.842 0.938 -2.466 0.11
H 4.743 -0.133 -5.370 0.07
H 6.058 -0.171 -4.233 0.06
H 5.057 -2.266 -2.396 -0.03
H 5.311 -2.908 -4.652 -0.04
H 2.024 -1.695 -3.832 0.04
H 2.611 -2.894 -4.955 0.06
H 2.034 -3.130 -1.980 0.06
H 1.474 -4.143 -3.277 0.05
H 3.159 -4.294 -2.727 0.06
C -0.560 -1.576 0.449 -0.11
O -1.200 -2.675 -0.158 -0.20
C -2.602 -2.678 0.043 -0.21
C -3.289 -3.457 -1.055 -0.18
O -3.417 -2.739 -2.274 -0.13
C -2.242 -2.568 -3.054 -0.18
C -1.770 -3.826 -3.749 -0.20
O -1.050 -4.653 -2.852 -0.22
C -0.956 -5.982 -3.310 -0.12
H -0.697 -1.587 1.536 0.09
H 0.503 -1.652 0.227 0.08
H -0.932 -0.630 0.039 0.09
H -2.991 -1.653 0.059 0.13
H -2.811 -3.154 1.012 0.13
H -4.314 -3.650 -0.732 0.13
H -2.808 -4.425 -1.212 0.12
H -1.439 -2.118 -2.467 0.12
H -2.524 -1.851 -3.828 0.13
H -1.099 -3.549 -4.575 0.13
H -2.636 -4.364 -4.152 0.13
H -1.952 -6.424 -3.432 0.09
H -0.413 -6.553 -2.560 0.09
H -0.412 -6.034 -4.261 0.09
C -5.630 -0.278 4.730 -0.11
O -4.726 0.802 4.726 -0.20
C -4.944 1.694 5.806 -0.21
C -3.683 2.461 6.136 -0.18
O -2.737 1.717 6.890 -0.13
C -2.005 0.715 6.198 -0.18
C -0.954 1.261 5.256 -0.21
O -1.545 1.675 4.038 -0.20
C -0.710 2.553 3.313 -0.11
H -6.664 0.071 4.629 0.09
H -5.389 -0.917 3.882 0.09
H -5.531 -0.867 5.650 0.09
H -5.274 1.144 6.695 0.13
H -5.729 2.404 5.511 0.13
H -3.965 3.295 6.783 0.13
H -3.229 2.883 5.237 0.12
H -2.671 0.020 5.685 0.12
H -1.487 0.156 6.981 0.13
H -0.224 0.470 5.035 0.13
H -0.439 2.102 5.735 0.13
H -0.498 3.457 3.896 0.09
H -1.236 2.844 2.406 0.09
H 0.228 2.061 3.035 0.09

(2)
80
Properties=species:S:1:pos:R:3:lowdin_charge:R:1 method="wB97M-V/def2-TZVPD" total_charge=-1 homo_lumo_gap_ev=7.08 energy_ha=-1530.52395
C -6.551 -7.071 -0.763 -0.11
C -5.895 -7.619 -2.036 -0.26
C -4.989 -6.607 -2.758 -0.23
C -5.553 -6.130 -4.093 -0.23
C -4.581 -5.226 -4.862 -0.20
C -5.223 -4.040 -5.608 -0.21
C -4.811 -2.683 -5.035 -0.23
C -5.638 -2.290 -3.816 -0.22
C -5.210 -0.971 -3.180 -0.22
C -3.729 -0.919 -2.793 -0.23
C -3.461 -0.077 -1.553 -0.25
C -1.976 0.160 -1.319 -0.22
C -1.668 0.735 0.062 -0.37
O -0.507 1.512 0.046 -0.04
B 0.580 0.603 0.496 -0.72
C 1.899 1.385 0.985 -0.04
O -0.163 -0.090 1.668 -0.08
C -1.405 -0.254 1.261 -0.61
I -1.849 -2.452 0.756 0.57
H -5.959 -7.293 0.126 0.07
H -6.661 -5.987 -0.816 0.07
H -7.546 -7.491 -0.607 0.06
H -5.321 -8.515 -1.793 0.10
H -6.680 -7.945 -2.723 0.09
H -3.996 -7.030 -2.926 0.11
H -4.849 -5.731 -2.118 0.11
H -5.828 -7.002 -4.694 0.11
H -6.486 -5.586 -3.905 0.11
H -4.020 -5.836 -5.574 0.10
H -3.842 -4.841 -4.152 0.11
H -4.957 -4.075 -6.666 0.10
H -6.313 -4.133 -5.545 0.10
H -4.894 -1.904 -5.800 0.11
H -3.754 -2.730 -4.759 0.10
H -5.576 -3.088 -3.065 0.11
H -6.686 -2.229 -4.128 0.11
H -5.435 -0.163 -3.885 0.11
H -5.817 -0.784 -2.289 0.11
H -3.370 -1.933 -2.588 0.11
H -3.131 -0.533 -3.624 0.12
H -3.986 0.884 -1.629 0.11
H -3.880 -0.600 -0.686 0.08
H -1.583 0.871 -2.048 0.12
H -1.440 -0.777 -1.478 0.06
H -2.509 1.383 0.359 0.14
H 0.810 -0.282 -0.350 0.11
H 2.693 1.323 0.236 0.03
H 1.686 2.449 1.133 0.04
H 2.304 0.983 1.919 0.04
H -2.134 -0.166 2.066 0.07
C 4.307 5.650 3.115 -0.07
C 5.021 4.850 2.040 -0.28
O 4.262 4.650 0.865 -0.15
C 3.846 5.807 0.173 -0.28
C 4.990 6.675 -0.330 -0.09
H 3.364 5.169 3.375 0.09
H 4.930 5.698 4.010 0.07
H 4.094 6.673 2.798 0.06
H 5.225 3.847 2.415 0.12
H 5.991 5.308 1.802 0.10
H 3.161 6.405 0.785 0.11
H 3.268 5.427 -0.670 0.12
H 5.576 7.096 0.488 0.06
H 4.591 7.507 -0.914 0.07
H 5.659 6.093 -0.966 0.08
C 6.725 2.675 7.411 -0.08
C 6.361 2.259 5.996 -0.27
O 6.445 3.306 5.046 -0.17
C 7.716 3.903 4.878 -0.29
C 8.802 2.940 4.430 -0.08
H 6.100 3.508 7.737 0.08
H 6.566 1.837 8.091 0.08
H 7.770 2.977 7.497 0.06
H 5.320 1.940 5.958 0.12
H 6.969 1.402 5.683 0.11
H 8.023 4.426 5.793 0.11
H 7.563 4.663 4.111 0.11
H 9.006 2.172 5.178 0.06
H 9.730 3.487 4.256 0.07
H 8.511 2.444 3.502 0.08

(3)
88
Properties=species:S:1:pos:R:3:lowdin_charge:R:1 method="wB97M-V/def2-TZVPD" smiles="C[C@H](Cl)[C@H](Cl)[C@@H]1[C@H](Br)[C@@H]([PH2]=S)[C@H](I)OS1(=O)=O.CCOCC.CCOCC.CCOCC.CCOCC" homo_lumo_gap_ev=8.76 energy_ha=-6363.36887
C -3.885 -3.907 -1.879 -0.15
C -2.373 -3.742 -1.908 -0.76
Cl -1.852 -2.954 -3.440 0.66
C -1.551 -5.030 -1.772 -0.70
Cl -2.252 -6.293 -2.825 0.72
C -1.372 -5.595 -0.335 -0.36
C -0.994 -4.606 0.800 -0.68
Br -2.547 -3.671 1.505 0.80
C 0.217 -3.727 0.391 -0.55
P 0.394 -2.225 1.449 0.32
S -0.394 -0.629 0.686 0.17
C 1.429 -4.661 0.341 -0.78
I 3.232 -3.731 -0.304 0.98
O 1.191 -5.687 -0.639 -0.33
S 0.025 -6.748 -0.325 0.65
O 0.189 -7.212 1.024 -0.25
O 0.028 -7.625 -1.448 -0.25
H -4.183 -4.672 -1.160 0.07
H -4.354 -2.963 -1.598 0.08
H -4.250 -4.207 -2.863 0.06
H -2.044 -3.028 -1.153 0.04
H -0.554 -4.837 -2.173 0.08
H -2.232 -6.201 -0.032 0.13
H -0.694 -5.210 1.656 0.08
H 0.069 -3.298 -0.605 0.09
H 1.768 -2.171 1.716 -0.06
H -0.116 -2.659 2.682 -0.02
H 1.636 -5.131 1.304 0.10
C -1.406 -0.937 6.795 -0.08
C -0.448 -0.743 5.633 -0.29
O -1.081 -0.570 4.379 -0.20
C -1.937 0.559 4.261 -0.28
C -1.238 1.889 4.465 -0.08
H -2.070 -1.783 6.609 0.08
H -0.842 -1.134 7.708 0.08
H -2.019 -0.053 6.971 0.07
H 0.167 -1.637 5.511 0.11
H 0.235 0.088 5.841 0.11
H -2.793 0.458 4.938 0.11
H -2.321 0.503 3.243 0.11
H -0.841 2.006 5.475 0.07
H -1.938 2.707 4.293 0.08
H -0.412 1.997 3.762 0.08
C 4.073 -0.277 -5.441 -0.08
C 3.527 -0.322 -4.024 -0.28
O 2.117 -0.220 -3.943 -0.18
C 1.374 -1.237 -4.595 -0.27
C 1.627 -2.626 -4.043 -0.10
H 3.748 0.633 -5.948 0.08
H 5.163 -0.288 -5.415 0.08
H 3.749 -1.134 -6.033 0.07
H 3.895 0.535 -3.458 0.12
H 3.881 -1.223 -3.509 0.10
H 1.540 -1.210 -5.678 0.11
H 0.332 -0.962 -4.423 0.10
H 2.655 -2.960 -4.190 0.07
H 0.968 -3.348 -4.525 0.06
H 1.420 -2.635 -2.970 0.04
C 2.014 4.942 1.847 -0.08
C 0.578 5.265 2.224 -0.28
O 0.271 5.030 3.588 -0.17
C 1.017 5.772 4.534 -0.28
C 0.863 7.278 4.407 -0.08
H 2.251 3.906 2.095 0.08
H 2.148 5.078 0.773 0.08
H 2.730 5.590 2.353 0.07
H -0.103 4.614 1.675 0.12
H 0.334 6.296 1.943 0.11
H 2.078 5.495 4.495 0.11
H 0.637 5.441 5.501 0.12
H 1.260 7.653 3.463 0.07
H 1.408 7.771 5.213 0.08
H -0.188 7.562 4.475 0.08
C -1.400 4.444 -4.607 -0.08
C -1.612 4.297 -3.109 -0.29
O -1.949 2.987 -2.697 -0.16
C -0.989 1.982 -2.988 -0.28
C 0.374 2.209 -2.362 -0.07
H -2.284 4.113 -5.153 0.08
H -1.215 5.492 -4.851 0.07
H -0.544 3.868 -4.959 0.07
H -2.457 4.911 -2.794 0.12
H -0.730 4.660 -2.568 0.10
H -0.887 1.850 -4.072 0.11
H -1.427 1.064 -2.594 0.11
H 0.862 3.107 -2.748 0.07
H 1.017 1.360 -2.592 0.06
H 0.286 2.308 -1.278 0.07